22
Properties=species:S:1:pos:R:3:mulliken_charge:R:1 method="wB97M-V/def2-TZVPD" energy_ev=-12564.5042 smiles="CC(C)C=O.O.O.O" lumo_energy_ev=0.27 mol_weight_g_mol=126.15 de_lowest_kj_mol=50.5
O 2.7970 -1.5377 0.2497 -0.490
O -2.1438 -2.2796 1.3022 -0.636
O -2.7409 1.9022 -0.1659 -0.578
O -2.2223 -0.6882 -1.5973 -0.630
C 1.5262 0.3972 -0.2044 0.927
C 2.6925 -0.3306 0.3463 -0.206
C 0.4462 0.4099 0.8745 -1.366
C 1.7949 1.8378 -0.6829 -1.497
H 1.8595 2.4506 0.2149 0.350
H 3.4371 0.1646 0.9956 0.385
H 2.6527 1.9085 -1.3482 0.418
H -1.4647 -0.8290 -2.1239 0.310
H 0.9437 2.2145 -1.2520 0.333
H -2.0538 0.0042 -0.9534 0.317
H -3.6058 1.7212 0.2385 0.289
H -0.0454 -0.5627 0.9119 0.426
H -2.8447 -1.7451 0.9627 0.294
H 0.8068 0.6807 1.8731 0.405
H -0.3725 1.1304 0.7731 0.228
H -1.6673 -2.6277 0.5443 0.328
H 1.1658 -0.2724 -0.9928 0.115
H -2.7825 2.7470 -0.5684 0.278

22
Properties=species:S:1:pos:R:3:mulliken_charge:R:1 method="wB97M-V/def2-TZVPD" energy_ev=-12557.0942 lumo_energy_ev=-4.52 mol_weight_g_mol=126.15 de_lowest_kj_mol=765.5
O 2.1507 0.7685 0.2785 -0.706
O 0.2199 1.2601 2.2642 -0.654
O 1.7359 -0.0195 -2.0117 -0.885
O -1.1424 1.8815 0.1833 -0.659
C -0.9034 -0.7466 -0.8334 0.187
C 0.4884 -1.8581 1.1308 -0.991
C -2.1301 0.0302 -1.1798 -0.563
C -0.7288 -1.2208 0.4572 0.137
H -0.4514 1.5408 1.5626 0.404
H 0.4018 -1.6995 2.1974 0.317
H -0.9444 2.6359 -0.3375 0.269
H -2.3923 0.1852 -2.2645 0.356
H -2.9899 -0.3595 -0.5688 0.316
H 2.2282 -0.4400 -2.7028 0.161
H 0.6496 -2.8396 0.8171 0.402
H 2.9083 1.3675 0.2756 0.219
H 2.0528 0.4721 -0.7336 0.382
H -1.6404 -1.1651 1.1310 0.263
H 1.3296 -1.3608 0.6483 0.294
H -1.7607 1.0014 -0.6238 0.193
H 0.9475 0.9681 1.6909 0.354
H -0.0289 -0.4016 -1.3810 0.206

22
Properties=species:S:1:pos:R:3:mulliken_spin:R:1 method="wB97M-V/def2-TZVPD" spin_multiplicity=2 energy_ev=-12554.3561 total_charge=+1 lumo_energy_ev="-6.13 / -10.11" mol_weight_g_mol=126.15 de_lowest_kj_mol=133.2
O 0.0031 -5.5002 0.9933 0.000
O 0.8161 -2.5839 1.8467 0.000
O 1.4971 1.0773 0.4569 0.636
O -2.9313 -1.6858 0.1909 0.001
C 0.0755 3.9456 -2.4304 0.019
C 0.8271 3.2080 -1.3118 0.013
C 0.3553 1.3427 0.4290 0.028
C -0.2532 2.3335 -0.6158 0.170
H -0.6725 4.6188 -2.0069 0.001
H -0.3947 3.3010 -3.1711 -0.001
H -0.3635 0.8772 1.1435 0.112
H 0.5753 -1.7907 1.3745 0.000
H -3.0435 -2.4395 0.7791 0.000
H 0.6529 -6.1910 1.1292 0.000
H 0.8198 4.5511 -2.9427 0.016
H 1.3253 3.9109 -0.6478 -0.001
H 1.5335 2.5101 -1.7499 0.003
H 1.6736 -2.7376 1.4186 0.000
H -0.7408 1.7333 -1.3872 0.002
H -0.9317 2.9789 -0.0847 0.000
H -1.9924 -1.5915 0.0311 0.000
H 0.3664 -4.6641 1.3005 0.000